{"formula": "C29H49NP2Re", "method": "wB97M-V/def2-TZVPD", "elements": ["Re", "C", "C", "C", "C", "C", "C", "H", "H", "H", "C", "H", "H", "H", "C", "H", "H", "H", "C", "H", "H", "H", "C", "H", "H", "H", "C", "C", "C", "C", "C", "C", "C", "C", "H", "H", "H", "H", "H", "H", "H", "H", "H", "H", "H", "H", "P", "C", "C", "P", "C", "C", "C", "H", "H", "H", "H", "H", "H", "H", "H", "H", "H", "H", "H", "H", "H", "C", "C", "C", "C", "C", "C", "N", "H", "H", "H", "H", "H", "H", "H", "H"], "xyz": [[-0.2159, 1.3536, 0.0152], [0.9421, 3.0029, -0.7307], [0.0005, 3.4642, 0.2513], [1.3873, 1.9097, 1.2512], [1.7781, 2.0180, -0.1234], [0.2887, 2.8058, 1.4850], [1.1481, 3.5525, -2.1009], [0.1977, 3.8362, -2.5667], [1.6452, 2.8044, -2.7263], [1.7855, 4.4547, -2.0601], [3.0124, 1.4246, -0.7185], [2.9700, 1.4758, -1.8038], [3.1261, 0.3660, -0.4287], [3.9219, 1.9444, -0.3685], [2.2376, 1.2519, 2.2972], [3.2213, 1.7556, 2.3870], [2.4659, 0.2086, 2.0204], [1.7533, 1.2602, 3.2815], [-0.2219, 3.2279, 2.8253], [0.3068, 4.1424, 3.1454], [-0.0565, 2.4630, 3.5893], [-1.2877, 3.4653, 2.7896], [-0.9545, 4.5923, 0.0820], [-0.4553, 5.5580, 0.2847], [-1.7954, 4.4859, 0.7765], [-1.3351, 4.6135, -0.9447], [-2.1241, -2.2229, -2.0543], [-2.4715, -0.9777, -2.6110], [-3.9966, -0.5790, -2.6227], [-4.7359, -0.5982, -1.2746], [-3.8208, -0.4347, -0.1018], [-3.4229, -1.5522, 0.5612], [-3.4486, -2.9597, 0.0283], [-3.1332, -3.1288, -1.4860], [-4.5282, -1.2466, -3.3324], [-5.3249, -1.5341, -1.1720], [-4.1387, 0.4193, -3.0603], [-4.0697, -3.0803, -2.0646], [-1.1240, -2.6210, -2.2128], [-2.0743, -0.6987, -3.6058], [-2.7789, -4.1689, -1.6326], [-2.6730, -3.5239, 0.5716], [-3.3114, -1.5859, 1.6408], [-4.3960, -3.4798, 0.2717], [-5.5186, 0.1876, -1.2735], [-3.6868, 0.5675, 0.2908], [-0.8249, -0.2563, -1.9572], [0.6707, -0.7204, -2.9209], [-1.6000, 1.3703, -2.3078], [-0.7170, -0.1796, 1.7122], [-0.7298, -0.9249, -0.1454], [-2.1958, 0.4352, 2.5708], [0.1317, -1.4079, 2.6599], [1.5994, -0.8280, -2.3295], [0.8819, 0.0416, -3.6897], [0.5106, -1.6781, -3.4481], [-2.6857, 1.3317, -2.1087], [-1.4672, 1.5223, -3.3924], [-1.2439, 2.3030, -1.8153], [-0.5324, -2.2688, 2.7968], [0.3736, -0.9577, 3.6312], [1.0547, -1.7317, 2.1668], [-0.0086, -1.7577, -0.0736], [-1.7279, -1.4027, 0.0098], [-1.8919, 0.6480, 3.6032], [-2.9937, -0.3060, 2.6009], [-2.6059, 1.3462, 2.1091], [2.0376, -3.2196, -0.2797], [3.1891, -2.7526, 0.5102], [4.0820, -3.5851, 1.2575], [5.0836, -2.7371, 1.7513], [4.7528, -1.4171, 1.2945], [5.5851, -0.2212, 1.5063], [3.5924, -1.4488, 0.5798], [1.2085, -3.5432, 0.3723], [2.3156, -4.0897, -0.8960], [1.6958, -2.4219, -0.9518], [3.9537, -4.6538, 1.3665], [5.9598, -2.9626, 2.3496], [5.8182, -0.1061, 2.5733], [5.0987, 0.6948, 1.1508], [6.5412, -0.3337, 0.9743]], "atomic_forces_ev_per_a": [[-3.77, -3.22, 0.09], [0.97, 0.85, 0.27], [0.68, 0.96, -0.05], [1.78, 0.58, 0.42], [1.78, 0.64, -0.19], [0.77, 1.02, 0.32], [-0.17, 0.08, -0.25], [0.24, 0.04, -0.04], [-0.10, 0.25, -0.04], [-0.25, -0.39, 0.00], [0.14, -0.44, 0.21], [0.16, 0.08, -0.08], [-0.07, 0.43, -0.07], [-0.38, 0.01, -0.22], [0.21, -0.61, -0.01], [-0.61, -0.03, -0.03], [-0.07, 0.37, 0.09], [0.15, 0.03, -0.18], [-0.27, 0.04, 0.03], [-0.15, -0.35, -0.14], [-0.06, 0.12, -0.09], [0.07, -0.02, 0.11], [-0.26, 0.15, -0.04], [-0.20, -0.42, -0.09], [0.08, 0.15, -0.22], [-0.06, 0.17, 0.20], [-0.92, -3.04, -0.75], [0.57, 0.13, -1.02], [0.20, 0.67, -0.21], [-0.31, -0.23, -0.62], [-0.76, -1.44, 1.09], [-2.14, 0.26, -0.01], [0.04, -0.44, -0.30], [-0.61, -1.44, 0.08], [0.69, 0.15, 0.25], [0.55, 0.48, 0.03], [0.36, -0.27, -0.04], [0.31, 0.12, 0.15], [-0.06, -0.07, 0.03], [-0.45, -0.89, -0.64], [-0.22, 0.43, 0.18], [-0.22, 0.16, 0.02], [0.80, 0.34, -0.35], [0.32, 0.29, -0.09], [0.61, -0.22, 0.07], [-0.12, -0.09, 0.33], [-0.02, 2.25, 2.10], [-0.12, -0.49, -0.77], [-0.06, 1.72, 0.73], [0.18, 2.14, -2.60], [-0.37, -0.86, 1.50], [-0.82, -0.81, 0.17], [0.24, -0.42, 0.41], [-0.82, 0.27, 0.22], [-0.34, -0.11, 0.32], [-0.06, 0.37, 0.13], [0.73, -0.10, -0.09], [0.21, 0.01, 0.38], [0.12, -0.19, -0.22], [0.15, 0.08, 0.16], [-0.03, -0.25, -0.10], [-0.12, 0.19, 0.05], [0.12, 0.72, -0.45], [0.90, 0.61, -0.74], [0.10, 0.05, -0.16], [0.07, 0.36, 0.48], [0.52, -0.34, 0.13], [-0.35, -0.06, -0.46], [1.29, 1.12, 0.71], [1.40, 0.63, 0.82], [-1.01, -1.53, -0.33], [-1.13, -0.70, -0.63], [-0.03, 0.54, 0.04], [-0.19, -0.15, -0.28], [0.17, 0.02, -0.17], [-0.09, 0.23, 0.25], [0.07, -0.27, 0.23], [0.27, 0.09, 0.10], [-0.23, -0.19, -0.13], [0.04, -0.04, -0.20], [0.12, -0.31, 0.06], [-0.17, 0.01, 0.15]], "mulliken_spin": [0.61, 0.18, -0.06, 0.12, -0.19, 0.08, -0.02, 0.01, 0.00, 0.00, -0.02, 0.00, 0.00, 0.00, 0.01, 0.00, 0.00, 0.00, -0.01, 0.00, 0.00, 0.00, 0.01, 0.00, -0.01, 0.00, 0.63, 0.01, 0.02, -0.01, 0.06, 0.04, 0.05, 0.03, 0.00, 0.00, 0.00, 0.01, 0.04, 0.02, 0.00, 0.00, -0.01, -0.01, 0.00, -0.03, 0.05, 0.03, 0.13, 0.11, 0.14, 0.00, 0.00, 0.00, 0.00, 0.00, 0.00, 0.01, -0.02, 0.00, 0.00, 0.01, 0.04, -0.07, 0.00, 0.00, 0.00, 0.08, 0.36, 0.02, 0.16, 0.35, 0.01, -0.09, 0.03, 0.02, -0.01, 0.00, 0.00, 0.02, 0.00, 0.03], "multiplicity": 4, "total_energy_ev": -53042.43808, "e_homo_ev": [-12.50, -13.22], "fmax_ev_per_a": 5.0, "e_lumo_ev": [-6.307, -6.437], "charge": 2}